(1)
{"formula": "C4H2F2N2O", "method": "ωB97M-V/def2-TZVPD", "total_charge": 0, "homo_lumo_gap_ev": 8.13, "e_tot_ha": -537.9392, "multiplicity": 1, "relative_energy_kcal_mol": 0.0, "species": ["F", "N", "H", "H", "F", "O", "C", "N", "C", "C", "C"], "xyz": [[-3.145, 0.207, 0.927], [2.083, -0.513, 0.092], [0.788, -2.145, 0.159], [2.671, 1.441, -0.034], [0.150, 2.333, -0.305], [-3.172, -1.410, -0.629], [0.569, 1.083, -0.158], [1.886, 0.807, -0.040], [0.897, -1.085, 0.062], [-0.086, -0.114, -0.105], [-2.641, -0.604, 0.030]], "mulliken_charge": [-0.1234, -0.7198, 0.4386, 0.2293, -0.2651, -0.2891, 0.2332, 0.3047, -0.3695, 0.0931, 0.4679]}

---

(2)
{"formula": "H33O16", "method": "ωB97M-V/def2-TZVPD", "total_charge": 1, "homo_lumo_gap_ev": 10.56, "e_tot_ha": -1223.3311, "multiplicity": 1, "relative_energy_kcal_mol": 90.7, "species": ["O", "H", "H", "H", "O", "H", "O", "H", "H", "H", "H", "H", "H", "O", "H", "O", "H", "H", "O", "O", "O", "H", "H", "O", "H", "H", "O", "H", "H", "H", "H", "H", "H", "O", "H", "H", "H", "O", "H", "H", "O", "H", "H", "O", "O", "H", "H", "O", "H"], "xyz": [[0.852, -2.879, 3.096], [-2.898, -0.429, 2.681], [3.448, 2.826, 0.174], [2.941, -1.661, -4.418], [-0.801, 0.971, 2.689], [-3.206, 1.556, -1.122], [-1.900, -2.470, -3.433], [1.334, 4.952, -3.093], [2.364, 1.151, 3.022], [-2.849, -2.314, -3.494], [2.301, 1.940, -0.278], [0.810, -1.488, -2.844], [3.132, 1.535, 4.140], [-2.467, -0.882, 1.944], [2.480, -0.243, -4.451], [0.385, -0.839, -2.255], [0.270, -2.558, -0.139], [2.834, -1.054, 0.708], [2.443, 1.940, 3.581], [-3.750, 2.219, -1.551], [-1.602, 3.267, 2.576], [1.053, -3.069, 4.026], [-3.234, 2.721, -2.188], [4.219, -2.771, 0.699], [-1.764, 3.723, 3.406], [-0.944, 0.161, 1.379], [-0.482, -3.099, 0.127], [-5.146, -0.639, -1.852], [1.212, -0.368, -2.084], [-1.747, 1.105, 2.586], [1.138, -1.968, 3.005], [-2.704, -1.814, 2.027], [1.557, -1.310, 1.616], [2.630, 2.425, 0.485], [-0.797, -3.563, -0.656], [5.001, -3.266, 0.988], [-1.300, 3.790, 1.830], [-0.881, 0.126, 0.223], [-1.502, -0.567, -0.053], [-4.701, 0.514, -2.661], [2.492, -1.009, -3.863], [4.153, -3.228, -0.168], [0.024, 0.076, -0.125], [1.136, 4.125, -2.627], [1.929, -0.785, 0.910], [-1.506, -1.661, -3.099], [-0.311, 1.797, 2.853], [-4.499, -0.439, -2.546], [0.494, 4.321, -1.921]], "mulliken_charge": [-0.5300, 0.2542, 0.2946, 0.2989, -0.7008, 0.3178, -0.6237, 0.3168, 0.2635, 0.3168, 0.2701, 0.3627, 0.3146, -0.5716, 0.3050, -0.5892, 0.2825, 0.1821, -0.5849, -0.6460, -0.6268, 0.3095, 0.3232, -0.5822, 0.3014, 0.6899, -0.5680, 0.3087, 0.2515, 0.3398, 0.2805, 0.2564, 0.0525, -0.5602, 0.3076, 0.2869, 0.2952, -0.2157, 0.3992, 0.3340, -0.6178, 0.3018, 0.1223, -0.6209, -0.2557, 0.2955, 0.3672, -0.6205, 0.3113]}

---

(3)
{"formula": "C8H14", "method": "ωB97M-V/def2-TZVPD", "smiles": "C=CC1(C)[C@@H](C)[C@@H]1C", "total_charge": 0, "homo_lumo_gap_ev": 10.08, "e_tot_ha": -313.0808, "multiplicity": 1, "relative_energy_kcal_mol": 85.7, "species": ["C", "H", "H", "H", "C", "H", "H", "H", "C", "C", "H", "H", "H", "H", "C", "H", "C", "H", "C", "C", "H", "H"], "xyz": [[1.377, -0.926, -1.094], [-1.464, -0.120, -0.991], [-3.113, 0.047, 1.028], [0.369, -1.561, 2.108], [-1.039, 0.087, 0.089], [1.298, -1.731, -2.935], [1.012, 0.077, 2.308], [-0.042, 1.692, 1.301], [-0.172, 1.279, 0.316], [0.222, 2.150, -0.860], [-0.287, 3.067, -0.968], [2.401, -0.742, -0.939], [1.295, 2.407, -0.804], [-0.372, -1.592, -2.004], [-2.060, -0.500, 1.104], [-2.167, -1.553, 0.830], [0.983, -0.749, 1.575], [0.248, 1.756, -1.907], [0.742, -1.419, -2.115], [0.354, -0.240, 0.333], [2.002, -1.029, 1.543], [-1.586, -0.397, 2.085]], "mulliken_charge": [-0.4563, 0.4731, 0.3113, 0.2367, 0.3766, 0.3346, 0.3216, 0.4338, -0.2237, -1.5799, 0.4408, 0.3607, 0.3507, 0.2064, -1.5463, 0.3441, -1.5224, 0.3079, -0.6620, 0.7527, 0.4037, 0.3358]}